(1)
Here is an isolated molecule of C2H3FNP in a non-equilibrium geometry from the Open Molecules 2025 dataset. Energies are from the ωB97M-V functional and the def2-TZVPD basis.

```
8
Properties=species:S:1:pos:R:3:forces:R:3
C -0.0397 0.0652 0.0284 1.8 0.2 0.3
C 0.5742 -0.0305 1.3015 -4.4 -0.3 0.7
N 0.8016 0.4507 -0.8988 0.3 -0.7 0.2
F -1.6261 -0.2545 -1.9074 -0.4 -0.1 0.7
P -1.7638 -0.4055 -0.2864 -0.1 -0.1 -0.8
H 1.5607 0.2043 1.3532 2.7 0.6 0.2
H -0.0163 -0.2013 2.2288 0.6 -0.1 -0.8
H 0.5095 0.1715 -1.8194 -0.6 0.5 -0.6
```
Positions in Å, forces in eV/Å.

Calculated values
* E: -573.88514 Ha
* HOMO-LUMO gap (spin up / spin down): 0.27390 / 0.26952 Ha
* ΔE to the lowest compared entry with this formula, charge and spin: 30.0 kcal/mol

(2)
Here is a structure of composition C57H71N11Y in a non-equilibrium geometry from the Open Molecules 2025 dataset. Energies are from the ωB97M-V functional and the def2-TZVPD basis.

```
140
Properties=species:S:1:pos:R:3:forces:R:3
Y -0.1582 -0.0642 -0.0302 1.7 -0.7 0.3
C -2.4801 -2.2973 5.4566 0.0 0.0 0.0
C -3.2614 -1.1522 4.8042 0.0 0.0 0.0
C -2.4508 -0.3602 3.8239 -0.1 -0.1 0.0
C -1.9198 0.8831 3.9891 0.0 0.1 0.0
C -2.0544 1.7851 5.1782 -0.1 0.0 0.0
C -3.3087 2.6666 5.1045 0.0 0.0 0.0
C -1.2788 1.2298 2.7393 -0.1 0.0 0.0
C -0.7464 2.4782 2.4428 0.0 0.0 0.1
C -0.2970 2.9491 1.2109 0.0 0.0 0.0
C 0.0560 4.3202 0.9193 0.0 0.0 0.1
C 0.0170 5.4444 1.9075 -0.1 0.0 0.0
C -1.4066 5.9457 2.1903 0.0 0.0 0.0
C 0.3164 4.3815 -0.4194 0.0 0.1 -0.1
C 0.1023 3.0522 -0.9437 0.0 0.0 0.0
C 0.1235 2.7057 -2.2920 0.0 0.0 -0.1
C -0.2319 1.4952 -2.8772 -0.1 0.1 0.0
N -0.6326 0.3782 -2.1969 -0.2 0.2 -0.4
C -0.9926 -0.5449 -3.1357 -0.1 0.1 0.0
C -1.5905 -1.7709 -2.8514 0.0 -0.1 0.0
C -2.0048 -2.2394 -1.6102 0.0 0.0 -0.1
N -1.8109 -1.5908 -0.4256 -0.3 -0.1 0.0
C -2.4444 -2.3222 0.5347 -0.1 0.0 0.0
C -2.5710 -1.9517 1.8718 0.0 0.0 0.0
C -2.1251 -0.7784 2.4778 0.0 0.0 0.0
N -1.3842 0.1881 1.8571 -0.4 0.1 0.3
C -3.0379 -3.5076 -0.0592 0.0 0.0 0.1
C -2.7619 -3.4548 -1.3919 -0.1 0.0 -0.1
C -3.2126 -4.3892 -2.4749 0.0 0.1 0.0
C -4.4621 -3.8875 -3.2116 0.0 0.0 0.0
C -3.8583 -4.5219 0.6785 0.0 0.1 0.0
C -5.3138 -4.0797 0.8785 0.0 0.0 0.0
C -0.7519 -0.0222 -4.4616 -0.1 -0.1 0.0
C -0.2904 1.2509 -4.3022 -0.1 0.1 0.0
C 0.0248 2.2576 -5.3638 -0.1 0.1 0.0
C -1.1736 3.1548 -5.7065 0.0 0.0 0.0
C -1.0135 -0.7652 -5.7359 -0.1 0.0 0.0
C -2.4890 -0.7423 -6.1635 0.0 0.0 0.0
N -0.2248 2.2026 0.0722 -0.2 0.2 0.0
C 0.6710 5.5838 -1.2396 -0.1 0.0 0.0
C -0.5525 6.3676 -1.7305 0.0 0.0 0.0
H -3.1195 -2.8779 6.1240 0.0 0.0 0.0
H -2.0706 -2.9741 4.7020 0.0 0.0 0.0
H -1.6447 -1.9059 6.0430 -0.1 0.0 0.0
H -4.1480 -1.5501 4.3023 0.0 0.0 0.0
H -3.6331 -0.4833 5.5824 0.0 0.0 0.0
H -2.0802 1.1772 6.0858 0.0 0.0 0.0
H -1.1660 2.4136 5.2657 0.0 0.0 0.0
H -4.2110 2.0525 5.0587 0.0 0.0 0.0
H -3.3848 3.3204 5.9755 0.0 0.0 0.0
H -3.2922 3.2916 4.2074 0.0 0.0 0.1
H -0.7510 3.1976 3.2541 0.0 0.0 0.0
H 0.4681 5.1250 2.8505 0.0 0.0 0.0
H 0.6312 6.2680 1.5396 0.0 0.0 0.0
H -2.0306 5.1406 2.5862 0.0 0.1 0.0
H -1.3973 6.7596 2.9179 0.0 0.0 0.0
H -1.8837 6.3091 1.2782 0.0 0.0 0.0
H 0.3946 3.4974 -2.9812 0.0 0.0 0.0
H -1.8213 -2.3991 -3.7044 0.0 0.0 0.0
H -3.1449 -2.6227 2.5014 0.0 0.0 0.0
H -2.4033 -4.5368 -3.1953 0.0 0.0 0.0
H -3.4215 -5.3699 -2.0429 0.0 0.0 0.0
H -4.2844 -2.9045 -3.6534 0.0 0.0 0.0
H -4.7528 -4.5737 -4.0090 0.0 0.0 0.0
H -5.3026 -3.7910 -2.5218 0.0 0.0 0.0
H -3.8443 -5.4666 0.1316 0.0 0.0 0.0
H -3.4025 -4.7241 1.6511 0.0 0.0 0.0
H -5.7989 -3.9043 -0.0837 0.0 0.0 0.0
H -5.8861 -4.8390 1.4144 0.0 0.0 0.0
H -5.3648 -3.1484 1.4465 0.0 0.0 0.0
H 0.8635 2.8781 -5.0418 0.0 0.0 0.0
H 0.3660 1.7364 -6.2613 0.0 0.0 0.0
H -1.5195 3.6964 -4.8217 0.0 0.0 -0.1
H -0.9116 3.8862 -6.4742 0.0 -0.1 0.0
H -2.0122 2.5605 -6.0748 0.0 0.0 0.0
H -0.3979 -0.3373 -6.5295 0.0 0.0 0.0
H -0.6848 -1.8027 -5.6219 0.0 0.0 0.0
H -2.8187 0.2766 -6.3777 0.0 -0.1 0.0
H -2.6464 -1.3440 -7.0607 0.0 0.0 0.0
H -3.1321 -1.1345 -5.3718 0.0 0.0 0.0
H 1.3181 6.2395 -0.6540 0.0 0.0 0.0
H 1.2601 5.2726 -2.1048 0.0 0.0 0.0
H -1.1180 6.7783 -0.8914 0.0 0.0 0.0
H -0.2529 7.1978 -2.3733 0.0 0.0 0.0
H -1.2246 5.7193 -2.2986 0.0 0.0 0.0
C 2.6502 2.5729 3.0440 -0.1 -0.1 0.0
C 2.0416 1.3977 3.7802 0.0 0.1 -0.1
C 1.8073 1.5433 5.1439 0.0 0.0 0.0
C 1.2942 0.5040 5.9005 0.0 0.0 0.0
C 1.0057 -0.7027 5.2839 0.0 0.0 0.1
C 1.2023 -0.8866 3.9202 -0.1 -0.2 0.1
C 0.9029 -2.2285 3.3007 0.1 0.1 0.1
C 1.7225 0.1717 3.1777 0.1 0.1 -0.2
N 1.9188 0.0140 1.7546 0.0 0.3 0.0
C 3.1223 0.0103 1.3306 0.1 -0.2 -0.2
C 4.3406 -0.0523 2.2151 -0.1 0.1 0.0
C 3.3914 0.0705 -0.1724 0.1 -0.2 0.2
C 4.8408 0.0771 -0.5853 -0.1 0.1 0.1
N 2.4082 0.1154 -0.9822 -0.1 0.2 -0.1
C 2.6963 0.4063 -2.3702 -0.1 0.1 0.2
C 3.1527 1.6883 -2.7052 0.1 0.1 0.1
C 3.4573 2.7630 -1.6824 0.0 -0.1 -0.1
C 3.3635 1.9841 -4.0481 0.0 0.0 0.0
C 3.1374 1.0413 -5.0359 0.0 -0.1 0.0
C 2.6925 -0.2209 -4.6788 0.0 0.0 -0.1
C 2.4562 -0.5563 -3.3505 0.0 -0.2 0.0
C 1.9896 -1.9482 -3.0106 0.1 0.1 0.0
H 2.1756 3.4991 3.3680 0.0 0.0 0.0
H 2.5383 2.5153 1.9620 0.0 0.0 0.0
H 3.7141 2.6680 3.2798 0.0 0.0 0.0
H 2.0407 2.4951 5.6124 0.0 -0.1 0.0
H 1.1250 0.6303 6.9636 0.0 0.0 -0.1
H 0.6200 -1.5308 5.8673 0.0 0.0 0.0
H 0.4280 -2.8790 4.0335 0.0 0.0 0.0
H 1.8171 -2.7230 2.9617 0.0 0.0 0.0
H 0.2342 -2.1471 2.4453 0.0 0.0 0.0
H 4.0713 -0.2283 3.2511 0.0 0.0 0.0
H 4.9055 0.8810 2.1568 0.0 0.0 0.0
H 5.0113 -0.8462 1.8867 0.0 0.0 0.0
H 5.3595 -0.7829 -0.1595 0.0 0.0 0.0
H 5.3459 0.9702 -0.2085 0.0 -0.1 0.0
H 4.9482 0.0463 -1.6635 0.0 0.0 -0.1
H 2.9857 2.5868 -0.7162 0.0 0.0 0.0
H 3.1054 3.7313 -2.0416 0.0 0.0 0.0
H 4.5375 2.8569 -1.5290 -0.1 0.0 0.0
H 3.7138 2.9778 -4.3129 0.0 -0.1 0.0
H 3.3072 1.2873 -6.0772 0.0 0.0 0.0
H 2.5115 -0.9692 -5.4431 0.0 0.0 0.0
H 1.8083 -2.5145 -3.9232 0.0 0.0 0.0
H 1.0628 -1.9404 -2.4386 0.1 0.0 0.0
H 2.7422 -2.4876 -2.4302 0.0 0.0 0.0
N 0.6497 -5.7112 -0.6635 0.2 0.3 -0.2
N 1.1273 -4.4840 -0.2368 -0.2 -0.3 0.0
N 2.3759 -4.2958 0.1250 -0.2 0.1 -0.1
C 2.3619 -2.9884 0.3507 0.1 0.2 0.1
N 1.1617 -2.4384 0.1330 -0.3 -0.3 -0.2
N 0.3723 -3.4387 -0.2478 0.4 0.2 0.1
H 1.1607 -6.4291 -0.1707 0.0 -0.1 0.1
H -0.3453 -5.7272 -0.4828 -0.1 -0.1 0.1
H 3.2335 -2.4548 0.6915 -0.1 -0.1 0.0
```
Positions in Å, forces in eV/Å.

Calculated values
* net charge: +1
* E: -2855.30708 Ha
* HOMO-LUMO gap: 0.21117 Ha